This record from the OMol25 dataset describes a molecular structure, C44H62GeMoN5O4PSSe at a distorted geometry. The level of theory is ωB97M-V/def2-TZVPD.

ΔE to the lowest compared entry with this formula, charge and spin: 12.44 kcal per mole
Frontier orbital gap (alpha / beta): 0.231 / 0.176 Ha

```
! wB97M-V def2-TZVPD RIJCOSX def2/J DEFGRID3
* xyz 0 3
Mo 0.1247 0.3993 0.7998
O -0.9691 0.6939 7.7590
C 0.1074 0.9606 7.2007
O 1.2648 1.0882 7.6238
C -0.0160 1.1401 5.6603
C -1.2071 0.8314 5.0137
C -1.2648 0.8501 3.6390
N -0.1988 1.1768 2.8834
C 0.9388 1.5411 3.5110
C 1.0651 1.5432 4.8805
C 2.0651 1.8675 2.5623
O 3.0382 2.5018 2.8967
O 1.8284 1.4404 1.3443
H -2.0640 0.5611 5.6171
H -2.1606 0.5817 3.1031
H 2.0008 1.8153 5.3495
C 2.6726 -2.4581 -0.5418
C 2.4482 -1.9883 -1.9863
C 3.6928 -2.2778 -2.8317
C 1.2674 -2.8178 -2.5091
P 1.9818 -0.1719 -2.0083
N 0.9462 0.0711 -0.7983
C 1.0653 0.2538 -3.5976
C 1.7447 -0.2652 -4.8688
C -0.3750 -0.2786 -3.5155
C 0.9665 1.7844 -3.6773
C 3.4829 0.9303 -1.7766
C 4.2897 0.3703 -0.5920
C 3.0121 2.3477 -1.3749
C 4.3924 1.0307 -3.0056
H 2.9968 -3.5012 -0.5783
H 1.7379 -2.4286 0.0175
H 3.4164 -1.8897 0.0072
H 3.7904 -3.3634 -2.9096
H 4.6051 -1.9015 -2.3733
H 3.6218 -1.8822 -3.8435
H 1.4535 -3.8627 -2.2470
H 1.1532 -2.7653 -3.5901
H 0.3331 -2.5239 -2.0356
H 1.7354 -1.3512 -4.9316
H 2.7737 0.0742 -4.9698
H 1.1878 0.1148 -5.7294
H -0.4516 -1.3381 -3.7394
H -0.9762 0.2553 -4.2556
H -0.8172 -0.1047 -2.5347
H 1.9147 2.2522 -3.9274
H 0.6049 2.2084 -2.7418
H 0.2528 2.0409 -4.4631
H 3.6681 0.2388 0.2926
H 5.0558 1.1041 -0.3347
H 4.7964 -0.5625 -0.8341
H 2.0673 2.3379 -0.8391
H 2.9330 3.0074 -2.2363
H 3.7437 2.7744 -0.6876
H 4.7888 0.0694 -3.3268
H 5.2426 1.6612 -2.7334
H 3.9005 1.5053 -3.8523
N -1.6207 -0.0683 0.4493
C -2.7860 -0.4494 0.1038
C -4.0371 0.0623 0.7245
C -4.0886 1.3292 1.3034
C -5.2536 1.7966 1.8881
C -6.3875 0.9953 1.9134
C -6.3447 -0.2740 1.3541
C -5.1812 -0.7362 0.7582
C -2.8980 -1.4835 -0.9657
C -3.7496 -1.2966 -2.0531
C -3.8148 -2.2476 -3.0592
C -3.0430 -3.4007 -2.9745
C -2.2005 -3.5912 -1.8888
C -2.1181 -2.6318 -0.8888
H -3.2077 1.9568 1.2936
H -5.2745 2.7856 2.3272
H -7.2988 1.3575 2.3708
H -7.2181 -0.9120 1.3873
H -5.1532 -1.7333 0.3383
H -4.3499 -0.3966 -2.1151
H -4.4693 -2.0920 -3.9070
H -3.1076 -4.1527 -3.7507
H -1.5967 -4.4882 -1.8209
H -1.4777 -2.7821 -0.0254
C -1.6299 6.5619 0.9036
Ge 0.1843 6.0225 1.3928
C 0.3117 5.7450 3.3126
C 1.5033 7.2869 0.7112
C 0.6155 4.2833 0.5539
Se -0.8787 3.0410 0.5867
C -1.6289 3.4538 -1.1517
H -1.9417 7.4028 1.5237
H -2.3275 5.7404 1.0742
H -1.6900 6.8698 -0.1414
H -0.0117 6.6356 3.8516
H 1.3372 5.5130 3.6011
H -0.3255 4.9117 3.6152
H 1.3672 8.2743 1.1526
H 1.4125 7.3766 -0.3720
H 2.5088 6.9389 0.9496
H 1.4090 3.8122 1.1329
H 0.9638 4.3680 -0.4753
H -1.9942 4.4775 -1.1364
H -2.4540 2.7639 -1.3182
H -0.8766 3.3284 -1.9236
N -1.4533 -3.6197 3.6857
C -1.3679 -4.2312 2.5056
S 0.6167 -1.4943 1.9850
N -0.3695 -5.1310 2.4609
C -0.0288 -5.8600 1.3040
C -0.7319 -5.6954 0.1131
C -0.3580 -6.4181 -1.0081
C 0.7102 -7.3062 -0.9653
C 1.4045 -7.4669 0.2244
C 1.0387 -6.7495 1.3541
H -2.0809 -2.8409 3.7694
H -0.8065 -3.7473 4.4593
H 0.2499 -5.2791 3.2554
H -1.5704 -5.0127 0.0996
H -0.9133 -6.2894 -1.9298
H 0.9906 -7.8721 -1.8437
H 2.2366 -8.1570 0.2795
H 1.5864 -6.8764 2.2814
*
```

Atom charges from the Löwdin analysis, given in e for atoms 1 to 6: number 1, Mo, carries 1.219; number 2, O, carries -0.035; number 3, C, carries -0.694; number 4, O, carries -0.021; number 5, C, carries -0.064; number 6, C, carries 0.018

---

This record from the OMol25 dataset describes C4H12N2 in the gas phase at a distorted geometry. The level of theory is ωB97M-V/def2-TZVPD.

ΔE to the lowest compared entry with this formula, charge and spin: 10.31 kcal per mole
Frontier orbital gap: 0.378 Ha

```
! wB97M-V def2-TZVPD RIJCOSX def2/J DEFGRID3
* xyz 0 1
C -1.5772 -0.4569 1.2553
C -0.2654 -0.5940 0.4715
C 0.3336 0.7834 0.1346
C 1.0337 0.8827 -1.2181
N 0.0695 0.7583 -2.3117
N 0.6780 -1.4395 1.2327
H -2.2092 0.2911 0.7871
H -1.3965 -0.2281 2.3013
H -2.1345 -1.3981 1.2080
H -0.4708 -1.1305 -0.4602
H -0.3800 1.6070 0.2333
H 1.0776 1.0327 0.8897
H 1.7754 0.0805 -1.2417
H 1.4646 1.8769 -1.2802
H 0.5111 0.4797 -3.1781
H -0.6082 0.0273 -2.1087
H 1.6343 -1.1486 1.0658
H 0.4639 -1.4238 2.2195
*
```

Atom charges from the Löwdin analysis, given in e for atoms 1 to 6: number 1, C, carries -0.067; number 2, C, carries -0.451; number 3, C, carries -0.192; number 4, C, carries -0.292; number 5, N, carries -0.012; number 6, N, carries 0.024

---

This record from the OMol25 dataset describes 8 unconnected molecules or ions with the total composition C18H41Cl10NO3 at a distorted geometry. The level of theory is ωB97M-V/def2-TZVPD.

Frontier orbital gap: 0.341 Ha

```
! wB97M-V def2-TZVPD RIJCOSX def2/J DEFGRID3
* xyz 0 1
Cl -9.3831 -8.1347 -7.6383
C -8.1822 -7.6110 -8.8123
C -8.8682 -7.1560 -10.0950
Cl -7.7924 -6.7513 -11.3910
H -7.5367 -8.4593 -9.0438
H -7.5743 -6.8315 -8.3579
H -9.3972 -6.2324 -9.8414
H -9.6745 -7.8665 -10.2815
Cl -9.8013 0.7413 -15.4353
C -10.7404 0.5999 -13.9471
C -11.2142 1.9812 -13.4972
Cl -12.3652 2.6967 -14.6602
H -10.2326 0.1046 -13.1206
H -11.6086 -0.0171 -14.1780
H -10.3405 2.6301 -13.4404
H -11.6709 2.0088 -12.5108
Cl -3.4543 -1.0397 -8.2885
C -2.6374 -2.5595 -8.8011
C -3.6751 -3.6479 -9.0062
Cl -4.3359 -4.1936 -7.4744
H -1.9077 -2.7332 -8.0168
H -2.1454 -2.2415 -9.7168
H -3.2595 -4.5240 -9.5040
H -4.3966 -3.2539 -9.7221
Cl -7.7040 -0.3357 -11.6593
C -7.9595 -2.0494 -11.2077
C -7.3345 -2.2291 -9.8408
Cl -7.6525 -3.8676 -9.2445
H -7.5092 -2.7257 -11.9248
H -9.0325 -2.2047 -11.1259
H -7.7246 -1.5374 -9.0968
H -6.2562 -2.0809 -9.8721
Cl -8.1956 -0.7298 -6.0335
C -7.7891 -2.4506 -6.2488
C -7.6630 -3.2031 -4.9137
Cl -6.4626 -2.4793 -3.8230
H -6.7914 -2.5667 -6.6707
H -8.5522 -2.9225 -6.8544
H -7.4350 -4.2595 -5.0305
H -8.6348 -3.1606 -4.4188
C -10.2925 0.7376 -9.4008
C -10.5807 2.1973 -9.0126
C -9.3319 3.0372 -8.7519
O -11.1770 2.7780 -10.2173
H -10.0268 0.6758 -10.4509
H -11.2269 0.2007 -9.2265
H -9.5330 0.3096 -8.7459
H -11.2939 2.1728 -8.1871
H -8.6194 2.8689 -9.5584
H -8.8734 2.7212 -7.8093
H -9.5769 4.0952 -8.6546
H -10.8345 3.6686 -10.3006
C -5.8250 -0.0138 -15.4138
C -4.5257 -0.3044 -14.6923
C -4.6958 -0.5302 -13.2106
O -3.8290 -1.4293 -15.2980
H -5.6694 0.1498 -16.4779
H -6.2149 0.9191 -14.9975
H -6.5236 -0.8307 -15.2310
H -3.7575 0.4543 -14.8731
H -5.2780 -1.4088 -12.9242
H -5.1997 0.3141 -12.7353
H -3.7402 -0.5875 -12.6834
H -3.9756 -2.2153 -14.7510
O -4.3946 -3.4284 -14.0175
C -5.1441 -4.3631 -14.2672
N -4.8355 -5.3407 -15.1420
C -6.4963 -4.4697 -13.5697
H -5.5877 -5.9270 -15.4566
H -4.0346 -5.2211 -15.7396
H -6.9811 -3.5008 -13.6741
H -6.3766 -4.7694 -12.5346
H -7.1322 -5.1637 -14.1235
*
```

Atom charges from the Löwdin analysis, given in e for atoms 1 to 6: number 1, Cl, carries 0.581; number 2, C, carries -0.687; number 3, C, carries -0.738; number 4, Cl, carries 0.621; number 5, H, carries 0.070; number 6, H, carries 0.050

---

This record from the OMol25 dataset describes a molecular structure, C10H48F8O20Zr at a distorted geometry. The level of theory is ωB97M-V/def2-TZVPD.

Frontier orbital gap: 0.325 Ha

```
! wB97M-V def2-TZVPD RIJCOSX def2/J DEFGRID3
* xyz 0 1
Zr 1.0383 1.2245 0.5962
C 0.7250 1.6206 4.2093
O 0.0194 2.8093 4.1744
O 1.1180 1.3439 2.8386
C 1.8306 1.5706 5.3610
F 2.7008 2.5226 5.1139
F 1.4243 1.7696 6.6030
F 2.4239 0.3856 5.3592
C -1.1158 2.9700 5.0381
C -1.5712 4.4300 4.8346
H -0.8685 5.2258 5.0819
H -1.7527 4.5048 3.7624
H -2.6038 4.6374 5.1156
H -0.8526 2.7731 6.0774
H -1.9014 2.3177 4.6569
H -0.1050 0.9611 4.4626
C -2.4048 1.2899 1.3082
O -2.3221 -0.0997 1.7082
O -1.1672 1.3693 0.5804
C -3.7693 1.7715 0.7863
F -3.7606 3.0189 0.4328
F -4.1800 1.1864 -0.3698
F -4.7353 1.6371 1.7133
C -3.0342 -0.5243 2.8897
C -2.4883 -1.8944 3.3253
H -2.4925 -2.5295 2.4394
H -1.4386 -1.8487 3.6153
H -3.0501 -2.3363 4.1482
H -4.0809 -0.6512 2.6129
H -3.0075 0.2326 3.6736
H -2.2915 1.8911 2.2104
F 0.9836 -0.0552 -1.2159
F 2.9301 2.0877 0.0103
C -2.6119 -4.7908 -1.2012
O -1.3096 -4.2348 -0.8337
H -2.5673 -5.4999 -2.0278
H -3.1954 -5.2214 -0.3874
H -3.1500 -3.9243 -1.5854
H -0.6289 -4.9110 -0.8648
C -3.2979 -0.9956 -2.8817
O -2.4579 -0.7795 -3.9817
H -4.1280 -1.6277 -3.1970
H -2.7592 -1.5583 -2.1193
H -3.5651 -0.0286 -2.4555
H -1.9247 -1.5768 -3.9413
O 0.1941 -1.1256 1.2361
H 0.3662 -1.9528 0.7863
H -0.6262 -1.2744 1.7065
O 2.0088 -4.4644 -2.0958
H 1.5859 -5.1433 -1.5700
H 2.7272 -4.9164 -2.5384
O 4.7179 -0.7699 -3.3045
H 3.7952 -0.8472 -3.5475
H 4.8984 -1.5590 -2.7937
O 2.7235 -0.3666 0.9238
H 3.3200 -0.4996 1.6605
H 3.0029 -1.0075 0.2701
O 1.7734 -0.4812 -3.9353
H 1.2203 0.1233 -4.4303
H 1.5971 -0.2715 -3.0181
O 0.7724 -3.9278 1.5107
H 1.6823 -4.2247 1.5012
H 0.4283 -4.1808 0.6541
O -0.6311 -2.6680 -4.0457
H 0.0705 -2.0358 -4.2015
H -0.5194 -2.9300 -3.1319
O -0.5290 1.2770 -4.6525
H -0.8649 1.7807 -5.3939
H -1.1831 0.5925 -4.5114
O 3.1328 -2.0920 -1.2716
H 2.2995 -1.9435 -1.7187
H 3.1459 -3.0327 -1.0947
O 1.4087 -0.0814 -6.6457
H 1.8343 -0.5289 -5.9144
H 1.7253 -0.5394 -7.4243
O 0.7089 3.4958 1.1471
H 0.9020 3.5995 2.0789
H -0.0546 4.0532 0.9968
O 0.4694 2.6965 -1.3753
H -0.1107 2.4580 -2.0984
H 0.8699 3.5210 -1.6509
O 4.8442 1.8724 -2.1426
H 4.4636 2.0843 -1.2902
H 4.3592 1.1015 -2.4370
O 2.7893 4.8765 -1.1097
H 2.9354 4.8075 -2.0531
H 3.1417 4.0615 -0.7521
*
```

Atom charges from the Löwdin analysis, given in e for atoms 1 to 6: number 1, Zr, carries 2.105; number 2, C, carries -0.328; number 3, O, carries -0.122; number 4, O, carries -0.319; number 5, C, carries -0.602; number 6, F, carries 0.175

---

This record from the OMol25 dataset describes 2 unconnected molecules or ions with the total composition C5H16N3O at a distorted geometry. The level of theory is ωB97M-V/def2-TZVPD.

ΔE to the lowest compared entry with this formula, charge and spin: 73.52 kcal per mole
Frontier orbital gap: 0.317 Ha

```
! wB97M-V def2-TZVPD RIJCOSX def2/J DEFGRID3
* xyz 1 1
C 0.4907 -1.9430 -0.2301
C 1.2531 -0.6285 -0.4548
C 1.4611 0.2796 0.8084
C 0.2278 0.6141 1.5832
N -0.6900 1.5092 0.7999
C -2.0270 1.0365 0.7337
N -2.4514 0.8393 -0.4381
N 1.5959 -2.9856 0.1208
H 0.0494 -2.3559 -1.1809
H -0.1869 -1.7320 0.6424
H 0.5944 -0.0537 -1.1745
H 2.2174 -0.6656 -0.9706
H 1.8868 1.1423 0.2646
H 2.3599 0.0289 1.4082
H -0.2014 -0.3332 1.8939
H 0.4235 1.3086 2.4208
H -0.4268 1.7708 -0.1868
H -2.3782 1.0967 1.7610
H -3.4405 0.8876 -0.7289
H 2.4202 -2.5089 0.4953
H 1.2999 -3.8092 0.6704
H 1.9382 -3.4153 -0.7509
H -0.7111 2.5471 -2.3279
H -1.0805 1.0688 -2.1593
O -0.3269 1.6585 -2.2957
*
```

Atom charges from the Löwdin analysis, given in e for atoms 1 to 6: number 1, C, carries -0.097; number 2, C, carries -0.194; number 3, C, carries -0.196; number 4, C, carries -0.211; number 5, N, carries -0.022; number 6, C, carries -0.293

---

This record from the OMol25 dataset describes 2 unconnected molecules or ions with the total composition CH2N2O2 at a distorted geometry. The level of theory is ωB97M-V/def2-TZVPD.

ΔE to the lowest compared entry with this formula, charge and spin: 88.28 kcal per mole
Frontier orbital gap: 0.406 Ha

```
! wB97M-V def2-TZVPD RIJCOSX def2/J DEFGRID3
* xyz 0 1
C -0.0469 0.4719 -0.2019
N 2.9744 1.6728 0.8712
N 2.5383 2.6757 1.1806
O 1.9277 3.5978 1.5165
O -0.4129 1.6273 -0.1107
H 1.0558 0.1632 -0.1721
H -0.9347 -0.1929 -0.2519
*
```

Atom charges from the Löwdin analysis, given in e for atoms 1 to 6: number 1, C, carries -0.140; number 2, N, carries 0.218; number 3, N, carries -0.309; number 4, O, carries 0.114; number 5, O, carries -0.042; number 6, H, carries 0.079

---

This record from the OMol25 dataset describes a molecular structure, C19H25N6O3 at a distorted geometry. The level of theory is ωB97M-V/def2-TZVPD.

Frontier orbital gap: 0.302 Ha

```
! wB97M-V def2-TZVPD RIJCOSX def2/J DEFGRID3
* xyz 1 1
C -6.0649 -0.8430 1.9265
C -4.7345 -1.2333 1.0691
O -4.2763 -2.2515 1.0279
C -4.1539 -0.1687 0.2598
C -4.5315 1.0325 0.1949
C -3.9207 2.0586 -0.3535
C -2.9182 1.6281 -1.0700
C -2.5182 0.4324 -1.4250
C -3.2156 -0.5046 -0.6416
H -2.8566 -1.6227 -0.5834
N -1.4401 0.1808 -2.1358
H -1.6351 -0.8869 -2.5778
H -1.2489 0.4467 -3.0565
C -0.0907 0.0732 -1.3270
N 0.4352 1.1348 -1.3701
C 1.5216 1.0761 -0.3659
N 2.2945 2.0773 -0.2733
C 3.3982 2.2820 0.5929
H 3.8048 1.4494 0.8035
H 4.2231 2.7988 0.0324
C 3.0830 3.2753 1.5926
O 2.5709 4.6276 1.3745
C 1.5197 4.5314 0.4973
H 1.1994 5.4786 0.3031
C 1.7682 3.6922 -1.0247
H 0.9379 3.3993 -1.3617
H 2.5469 3.7950 -1.4183
H 0.7422 4.1558 1.0108
H 3.9510 3.4323 2.3789
H 2.3982 2.7839 2.4003
N 2.0756 0.0962 -0.0094
C 1.3558 -1.1656 -0.2992
N 1.8503 -2.2321 0.3773
C 1.1740 -3.6823 0.0914
H 0.2602 -3.4798 -0.4729
H 0.9850 -3.8032 1.1154
C 2.2283 -4.4507 -0.7900
O 3.3960 -4.5492 0.3764
C 3.9873 -3.2725 0.3207
H 4.8008 -3.3732 0.9688
C 3.1542 -2.4446 1.2328
H 3.3713 -1.3022 1.3992
H 2.7785 -2.8233 2.0963
H 4.2169 -3.0061 -0.6386
H 1.7001 -5.4070 -0.7890
H 2.5587 -4.1079 -1.6310
N 0.3155 -1.2895 -0.8696
H -2.1555 2.3374 -1.7816
H -4.1096 3.2803 -0.4517
H -5.4924 1.6052 1.0339
H -5.8361 -0.0753 2.5703
H -6.5141 -1.6868 2.2544
H -6.6655 -0.3317 1.0816
*
```

Atom charges from the Löwdin analysis, given in e for atoms 1 to 6: number 1, C, carries 0.044; number 2, C, carries -0.410; number 3, O, carries 0.185; number 4, C, carries -0.219; number 5, C, carries -0.092; number 6, C, carries -0.081

---

This record from the OMol25 dataset describes 2 unconnected molecules or ions with the total composition C19H25BO5 at a distorted geometry. The level of theory is ωB97M-V/def2-TZVPD.

ΔE to the lowest compared entry with this formula, charge and spin: 33.60 kcal per mole
Frontier orbital gap: 0.105 Ha

```
! wB97M-V def2-TZVPD RIJCOSX def2/J DEFGRID3
* xyz 0 1
C 2.5458 -0.2379 -3.3240
O 2.0849 -0.5120 -1.9725
C 0.8945 -0.9117 -1.6414
C -0.2093 -0.5950 -2.5725
C -1.1745 -1.5816 -2.9451
C -2.3686 -1.1956 -3.5274
C -2.6231 0.1470 -3.8353
C -3.9460 0.5528 -4.4132
C -1.6067 1.0977 -3.6119
C -0.3987 0.7283 -3.0512
H 2.5819 0.8320 -3.4728
H 3.5477 -0.6613 -3.3711
H 1.9212 -0.6996 -4.0743
H 0.7998 -1.7911 -0.9849
H -0.9791 -2.6328 -2.7116
H -3.1269 -1.9478 -3.7999
H -3.9892 1.6358 -4.5424
H -4.1192 0.0917 -5.3933
H -4.7592 0.2328 -3.7530
H -1.7778 2.1418 -3.9251
H 0.4136 1.4635 -2.9681
C 2.3797 0.1440 5.9929
C 2.3941 -0.7992 4.8829
C 2.0579 -2.1435 4.8471
C 1.8785 -2.4650 3.4853
C 2.0816 -1.3009 2.7150
B 1.0092 -0.3380 1.7569
O 1.8100 0.5245 0.9350
C 0.8679 1.4725 0.4458
C -0.5932 1.0195 0.8120
C -1.5434 1.8877 0.0653
C -0.6964 1.0893 2.3462
O 0.3345 0.3401 2.9051
C -0.8582 -0.5037 0.5390
O 0.1640 -1.2978 1.1062
O 2.5844 -0.3428 3.6240
H 2.4146 -0.4116 6.9348
H 3.2213 0.8360 5.9710
H 1.4532 0.7300 5.9978
H 1.9015 -2.7552 5.7302
H 1.6325 -3.4407 3.0921
H 1.1053 2.4700 0.8972
H 1.0674 1.5625 -0.6373
H -2.5749 1.5304 0.1634
H -1.4743 2.9070 0.4641
H -1.2478 1.8613 -0.9984
H -0.6345 2.1345 2.6936
H -1.6700 0.6597 2.6486
H -1.8334 -0.7723 0.9967
H -0.9424 -0.7552 -0.5213
*
```

Atom charges from the Löwdin analysis, given in e for atoms 1 to 6: number 1, C, carries 0.028; number 2, O, carries 0.016; number 3, C, carries 0.070; number 4, C, carries -0.200; number 5, C, carries 0.006; number 6, C, carries -0.020